Entry 1:
Entry from the OMol25 dataset: C26H64BrClGaN5O6P as an isolated structure in a non-equilibrium geometry (ωB97M-V/def2-TZVPD).

Each line ends with the Mulliken charge.
CARTESIAN COORDINATES (ANGSTROEM)
C  0.617  3.482  1.116  -1.234
C  -0.308  2.799  0.084  0.012
N  0.157  1.465  -0.235  -0.044
Ga  -0.749  0.559  -1.669  -0.785
C  -0.431  1.376  -3.544  -0.645
C  0.960  1.706  -3.910  0.419
O  1.489  1.398  -4.946  -0.578
Cl  1.965  2.607  -2.732  -0.185
C  -2.800  0.498  -1.452  -0.466
C  -3.374  1.790  -1.112  0.259
O  -3.353  2.817  -1.742  -0.562
Br  -4.315  1.870  0.683  -0.356
P  0.167  -1.624  -1.812  -0.106
C  0.182  -2.251  -0.050  -0.291
C  -1.200  -2.230  0.568  -1.214
C  1.983  -1.426  -2.125  0.049
C  2.778  -0.721  -1.030  -0.774
H  1.510  2.884  1.198  0.197
H  0.148  3.490  2.090  0.287
H  0.924  4.473  0.808  0.339
H  -1.304  2.808  0.529  -0.064
H  -0.346  3.399  -0.814  0.393
H  0.199  0.895  0.599  0.215
H  -1.071  2.230  -3.726  0.456
H  -0.709  0.602  -4.239  0.359
H  -3.301  0.181  -2.356  0.393
H  -3.060  -0.217  -0.685  0.541
H  0.840  -1.611  0.520  0.148
H  0.608  -3.245  -0.077  0.501
H  -1.193  -2.836  1.463  0.326
H  -1.480  -1.217  0.812  0.160
H  -1.927  -2.628  -0.126  0.338
H  2.398  -2.419  -2.239  0.483
H  2.166  -0.918  -3.062  -0.054
H  3.751  -0.416  -1.398  0.437
H  2.958  -1.375  -0.185  -0.119
H  2.282  0.168  -0.659  0.182
C  4.095  6.630  5.116  -1.425
C  2.758  6.521  4.388  0.342
C  2.173  5.102  4.353  -0.759
O  2.792  4.223  3.443  -0.196
C  4.003  3.641  3.877  -0.764
N  2.897  7.093  3.046  -0.743
H  4.924  6.284  4.501  0.291
H  4.299  7.671  5.368  0.361
H  4.091  6.054  6.043  0.335
H  2.040  7.136  4.938  0.386
H  1.137  5.177  4.014  0.351
H  2.151  4.657  5.358  0.410
H  3.991  3.439  4.953  0.330
H  4.863  4.270  3.630  0.251
H  4.119  2.697  3.344  0.242
H  1.983  7.138  2.606  0.286
H  3.412  6.426  2.479  0.328
C  2.880  -3.802  -8.009  -1.463
C  2.677  -2.633  -7.049  0.373
C  3.534  -2.710  -5.777  -0.712
O  3.092  -3.645  -4.815  -0.255
C  3.450  -4.989  -5.053  -0.786
N  1.250  -2.502  -6.748  -0.729
H  2.348  -4.695  -7.684  0.289
H  2.495  -3.544  -8.996  0.372
H  3.938  -4.052  -8.115  0.339
H  2.989  -1.725  -7.574  0.385
H  3.475  -1.739  -5.279  0.338
H  4.593  -2.885  -6.017  0.407
H  4.439  -5.068  -5.515  0.341
H  2.710  -5.496  -5.678  0.251
H  3.473  -5.496  -4.088  0.242
H  1.095  -1.648  -6.217  0.249
H  0.998  -3.244  -6.101  0.354
C  4.397  -5.227  3.837  -1.431
C  4.314  -4.258  2.660  0.347
C  3.298  -3.124  2.847  -0.676
O  1.947  -3.500  2.693  -0.190
C  1.351  -4.124  3.810  -0.795
N  4.071  -5.019  1.431  -0.753
H  3.574  -5.940  3.837  0.294
H  5.319  -5.805  3.779  0.364
H  4.391  -4.694  4.790  0.337
H  5.294  -3.781  2.565  0.388
H  3.476  -2.383  2.063  0.230
H  3.442  -2.613  3.810  0.410
H  1.728  -3.712  4.751  0.342
H  1.502  -5.207  3.795  0.266
H  0.278  -3.938  3.753  0.215
H  4.143  -4.395  0.632  0.274
H  3.096  -5.306  1.435  0.335
C  -9.421  -0.150  0.272  -1.505
C  -8.328  0.798  0.757  0.464
C  -8.596  1.408  2.140  -0.590
O  -9.572  2.434  2.172  -0.398
C  -10.913  1.994  2.175  -0.646
N  -8.099  1.824  -0.262  -0.683
H  -10.288  0.386  -0.114  0.283
H  -9.042  -0.768  -0.541  0.366
H  -9.756  -0.815  1.072  0.346
H  -7.409  0.213  0.852  0.371
H  -7.672  1.880  2.481  0.244
H  -8.848  0.628  2.873  0.423
H  -11.031  1.067  2.745  0.296
H  -11.291  1.850  1.160  0.222
H  -11.513  2.773  2.648  0.261
H  -7.289  2.377  0.006  0.245
H  -8.875  2.478  -0.216  0.308

HOMO energy ... -4.2 eV
Total charge ... -1
LUMO energy ... 0.085 hartree
Orbital gap ... 6.5532 eV

=====

Entry 2:
Entry from the OMol25 dataset: a 7-piece molecular cluster, C26H64F18N3O3P4 overall in a non-equilibrium geometry (ωB97M-V/def2-TZVPD).

Each line ends with the Mulliken charge.
CARTESIAN COORDINATES (ANGSTROEM)
C  -5.430  3.155  18.546  -1.137
C  -4.919  1.970  19.373  -0.727
C  -5.452  0.611  18.910  0.306
C  -5.007  0.211  17.486  1.272
P  -3.342  -0.453  17.155  0.447
C  -2.171  0.920  17.336  -1.120
C  -2.394  2.097  16.407  -0.004
C  -1.502  3.322  16.603  -0.510
C  -1.700  4.307  15.442  -1.322
C  -3.276  -1.395  15.570  -0.781
C  -2.134  -2.420  15.494  -0.527
C  -2.318  -3.282  14.241  -0.491
C  -1.423  -4.513  14.209  -1.369
C  -3.072  -1.614  18.507  -1.485
C  -4.096  -2.756  18.462  0.785
C  -3.644  -4.146  18.901  -0.698
C  -4.776  -5.047  19.424  -1.125
H  -5.207  3.094  17.480  0.116
H  -5.037  4.095  18.931  0.402
H  -6.521  3.195  18.606  0.283
H  -5.361  2.109  20.366  0.545
H  -3.837  1.948  19.504  0.287
H  -6.540  0.680  18.921  -0.757
H  -5.158  -0.087  19.696  0.389
H  -5.216  1.063  16.839  0.003
H  -5.708  -0.520  17.074  -0.913
H  -1.190  0.509  17.069  0.677
H  -2.170  1.203  18.390  0.648
H  -3.417  2.467  16.374  -0.253
H  -2.209  1.769  15.377  0.318
H  -0.445  3.039  16.610  0.358
H  -1.740  3.852  17.528  0.338
H  -1.221  5.255  15.685  0.410
H  -2.771  4.522  15.397  0.306
H  -1.349  3.914  14.491  0.346
H  -3.113  -0.627  14.809  1.008
H  -4.270  -1.834  15.503  0.247
H  -2.202  -3.021  16.405  0.172
H  -1.167  -1.926  15.399  0.364
H  -2.083  -2.609  13.411  0.384
H  -3.356  -3.593  14.114  0.330
H  -1.320  -4.883  13.186  0.415
H  -1.900  -5.336  14.744  0.316
H  -0.406  -4.372  14.573  0.339
H  -3.143  -1.098  19.465  0.735
H  -2.038  -1.962  18.436  0.581
H  -4.497  -2.899  17.446  -0.160
H  -5.066  -2.514  18.904  -0.224
H  -2.972  -4.042  19.761  0.385
H  -3.104  -4.703  18.134  0.267
H  -4.336  -6.035  19.568  0.475
H  -5.553  -5.201  18.673  0.094
H  -5.181  -4.678  20.364  0.310
C  -9.847  -7.240  16.930  -1.729
C  -10.824  -6.110  16.688  1.149
C  -11.959  -6.446  15.744  -0.852
O  -12.776  -5.345  15.471  -0.380
C  -12.287  -4.483  14.453  -0.559
N  -11.355  -5.543  18.000  -0.048
H  -11.775  -6.372  18.427  0.480
H  -10.603  -5.147  18.563  0.250
H  -12.095  -4.833  17.903  0.238
H  -8.996  -6.951  17.544  0.363
H  -9.450  -7.588  15.976  0.426
H  -10.355  -8.128  17.324  0.435
H  -10.143  -5.371  16.260  -0.417
H  -12.585  -7.265  16.121  0.363
H  -11.608  -6.931  14.825  0.426
H  -11.195  -4.449  14.387  0.231
H  -12.743  -3.524  14.690  0.127
H  -12.602  -4.784  13.447  0.413
C  -9.223  0.593  19.879  -0.420
C  -8.862  -0.761  20.452  0.493
O  -7.733  -1.026  20.679  -0.485
N  -9.934  -1.839  20.502  0.721
H  -10.559  -1.631  19.715  -0.371
H  -9.482  -2.739  20.332  0.370
C  -10.500  -1.904  21.897  -0.859
H  -10.304  0.726  19.971  0.420
H  -9.036  0.392  18.820  -0.434
H  -8.679  1.404  20.342  0.478
H  -9.698  -2.228  22.557  0.397
H  -11.234  -2.705  21.915  0.334
H  -10.921  -0.954  22.204  0.353
C  -10.230  1.765  16.044  -0.770
C  -10.314  0.991  14.774  0.854
O  -11.011  1.288  13.869  -0.490
N  -9.446  -0.229  14.657  1.492
H  -8.538  0.104  14.273  0.253
H  -9.110  -0.561  15.575  -0.801
C  -10.112  -1.202  13.757  -1.030
H  -10.066  1.107  16.896  -0.145
H  -11.078  2.434  16.114  0.392
H  -9.298  2.337  15.953  0.304
H  -9.450  -2.055  13.621  0.363
H  -10.137  -0.774  12.759  0.432
H  -11.078  -1.516  14.130  0.358
P  -12.734  -1.537  17.943  1.500
F  -11.984  -2.649  18.918  -0.464
F  -13.392  -0.878  19.282  -0.438
F  -11.473  -0.568  18.107  -0.464
F  -13.489  -0.505  16.972  -0.374
F  -12.022  -2.293  16.692  -0.380
F  -13.995  -2.546  17.914  -0.403
P  -6.190  1.333  13.955  1.486
F  -5.068  0.664  12.995  -0.414
F  -7.464  0.802  13.085  -0.447
F  -6.187  -0.031  14.798  -0.546
F  -7.257  1.950  15.021  -0.331
F  -4.952  2.031  14.781  -0.342
F  -6.185  2.672  13.044  -0.397
P  -8.178  -2.927  17.043  1.885
F  -7.649  -4.442  16.913  -0.437
F  -6.911  -2.349  16.217  -0.710
F  -8.986  -3.051  15.668  -0.368
F  -8.594  -1.355  17.182  -0.752
F  -9.491  -3.383  17.890  -0.334
F  -7.339  -2.878  18.445  -0.449

HOMO energy ... -12.9 eV
Total charge ... +1
LUMO energy ... -0.100 hartree
Orbital gap ... 10.1722 eV